{"formula": "C41H41N5OS4SbTeTi", "method": "ωB97M-V/def2-TZVPD", "species": ["Ti", "C", "N", "C", "C", "C", "C", "C", "C", "N", "C", "C", "C", "C", "C", "C", "N", "C", "C", "C", "C", "C", "N", "H", "H", "H", "H", "H", "H", "H", "H", "H", "H", "H", "H", "H", "H", "H", "H", "H", "H", "S", "Sb", "S", "S", "S", "C", "C", "C", "C", "C", "C", "Te", "N", "C", "O", "C", "C", "C", "C", "C", "C", "C", "C", "C", "C", "C", "C", "C", "C", "C", "C", "H", "H", "H", "H", "H", "H", "H", "H", "H", "H", "H", "H", "H", "H", "H", "H", "H", "H", "H", "H", "H", "H", "H"], "xyz": [[-0.76689, -2.33679, -0.34527], [-2.32797, -4.81721, -1.29513], [-0.97603, -4.48627, -0.77631], [0.11774, -4.78562, -1.75752], [0.65088, -3.62750, -2.60122], [1.32076, -3.83779, -3.76332], [1.87325, -2.73094, -4.46326], [1.68228, -1.44463, -3.94743], [0.93932, -1.32754, -2.76178], [0.43780, -2.39024, -2.10941], [-0.76441, -5.14419, 0.58151], [-1.69892, -4.42109, 1.54285], [-1.96779, -4.92626, 2.79785], [-2.57538, -4.05771, 3.70494], [-2.89637, -2.73765, 3.34939], [-2.64973, -2.33340, 2.09534], [-2.02610, -3.13802, 1.19771], [-2.73476, -4.07785, -2.54017], [-3.53734, -4.58001, -3.58632], [-3.66324, -3.82557, -4.74589], [-3.07234, -2.56026, -4.82952], [-2.56917, -2.04566, -3.66280], [-2.32956, -2.81648, -2.56884], [-3.05978, -4.57179, -0.51807], [-2.37092, -5.93720, -1.46291], [-0.24674, -5.54517, -2.48188], [0.99920, -5.18845, -1.16349], [1.48897, -4.90465, -4.04733], [2.35740, -2.84501, -5.41321], [2.07583, -0.53949, -4.38571], [0.62304, -0.34092, -2.39459], [0.28103, -4.87337, 0.88154], [-0.91525, -6.23219, 0.50540], [-1.67685, -6.00378, 3.06183], [-2.76472, -4.39874, 4.69493], [-3.37567, -2.05649, 4.05905], [-2.89370, -1.34542, 1.72787], [-4.06118, -5.57055, -3.51232], [-4.27933, -4.20849, -5.55774], [-3.17845, -1.91787, -5.69005], [-2.19634, -1.01573, -3.58333], [-5.21021, 1.06065, -1.80600], [-4.14511, -0.32954, -0.34542], [-5.06042, -2.44351, -0.46060], [-1.73987, -0.09665, -0.70666], [-4.33313, 0.46892, 1.82274], [-0.79470, 8.66651, 3.78084], [-0.31846, 7.38734, 3.17919], [-1.33784, 6.44943, 2.83999], [-1.04519, 5.17442, 2.32253], [-2.24516, 4.27382, 1.93309], [0.31122, 4.79556, 2.17009], [0.74740, 2.79159, 1.51501], [0.77900, -2.54398, 0.51523], [1.92052, -3.15356, 0.72947], [2.23255, -4.32310, 0.36677], [2.87392, -2.38975, 1.53335], [2.71603, -1.01244, 1.71746], [3.70774, -0.30559, 2.37316], [4.91582, -0.94803, 2.70186], [5.08449, -2.31259, 2.49686], [4.04764, -3.05820, 1.98456], [1.74068, 3.14709, -0.36232], [3.02208, 2.58184, -0.52730], [3.61955, 2.40039, -1.77900], [2.88695, 2.80549, -2.92385], [1.63435, 3.38869, -2.75350], [1.07664, 3.63209, -1.47221], [-0.18054, 4.43287, -1.33642], [1.37457, 5.73595, 2.44331], [2.85093, 5.38327, 2.18875], [1.00821, 7.01554, 2.89959], [-1.86091, 8.80483, 3.55273], [-0.27643, 9.56705, 3.36868], [-0.65913, 8.75757, 4.87033], [-2.34047, 6.72247, 3.09311], [-3.16801, 4.89856, 2.08856], [-2.24785, 3.35649, 2.50458], [-2.21574, 3.98623, 0.83748], [1.78437, -0.55555, 1.28730], [3.54134, 0.71604, 2.67665], [5.68128, -0.35104, 3.12826], [6.03330, -2.78888, 2.74090], [4.06301, -4.12836, 1.95012], [3.59308, 2.32784, 0.34793], [4.59939, 1.94003, -1.85824], [3.24934, 2.70274, -3.94246], [1.07319, 3.80897, -3.62515], [-0.50578, 4.91283, -2.25600], [-0.08422, 5.17065, -0.53769], [-1.10029, 3.85481, -1.08596], [3.06082, 4.41607, 2.62603], [3.43621, 6.09733, 2.72445], [3.08519, 5.34621, 1.11410], [1.84610, 7.70658, 3.11834]], "s_squared": 0.758, "lumo_ev": [-0.83, -2.22], "spin_multiplicity": 2, "homo_ha": [-0.26634, -0.26372], "orbital_gap_ev": [6.4, 5.0], "de_lowest_kj_mol": 0.00, "energy_ha": -4886.5052}

{"formula": "C41H42BrF3O8P", "method": "ωB97M-V/def2-TZVPD", "species": ["C", "O", "C", "C", "C", "C", "C", "C", "C", "C", "Br", "C", "O", "P", "C", "C", "O", "C", "F", "F", "F", "O", "H", "H", "H", "H", "H", "H", "H", "H", "H", "H", "H", "H", "H", "H", "H", "H", "H", "H", "H", "H", "H", "H", "H", "H", "H", "H", "C", "C", "C", "C", "C", "C", "C", "O", "C", "C", "C", "C", "C", "C", "C", "O", "H", "H", "H", "H", "H", "H", "H", "H", "C", "C", "C", "C", "C", "C", "C", "O", "C", "C", "C", "C", "C", "C", "C", "O", "H", "H", "H", "H", "H", "H", "H", "H"], "xyz": [[3.57005, -0.50705, 1.37969], [3.52810, 0.51037, 0.33304], [3.23664, 1.80709, 0.90683], [1.82510, 2.32149, 0.38961], [0.57605, 1.68526, 1.14620], [-0.78997, 1.72490, 0.33085], [-1.39982, 3.17907, 0.09731], [-2.64635, 3.59252, 1.00996], [-2.39313, 4.82734, 1.96661], [-3.75542, 5.14596, 2.78756], [-1.04081, 4.37664, 3.38778], [-1.93543, 3.15187, -1.45947], [-1.52369, 4.31942, -2.23934], [0.02734, 4.72151, -1.49987], [-0.31140, 6.60769, -1.38254], [0.88003, 7.44884, -0.73497], [2.13331, 7.20937, -1.39325], [0.98141, 7.28947, 0.85677], [1.54097, 6.07797, 1.25882], [1.89307, 8.27904, 1.31444], [-0.25381, 7.53405, 1.46229], [-0.54260, 4.33079, 0.11231], [4.64418, -0.57561, 1.73735], [2.84252, -0.25756, 2.20637], [3.28702, -1.51346, 0.92259], [4.01880, 2.54399, 0.51163], [3.25747, 1.83902, 2.03811], [1.78810, 3.44328, 0.61023], [1.79374, 2.15378, -0.73986], [0.46886, 2.13056, 2.19442], [0.83698, 0.58005, 1.32232], [-0.64489, 1.11262, -0.60572], [-1.55747, 1.15387, 0.96473], [-3.54115, 3.82171, 0.34742], [-2.93365, 2.68384, 1.64159], [-2.12341, 5.78711, 1.44435], [-3.75679, 4.41424, 3.65653], [-3.63881, 6.20764, 3.19430], [-4.65604, 5.05382, 2.11307], [-1.57318, 2.30657, -2.12367], [-3.07234, 3.08350, -1.60049], [0.48752, 5.00784, -2.85242], [1.40655, 4.76664, -1.04560], [0.29784, 3.30630, -1.68870], [-0.40330, 6.97215, -2.45876], [-1.24626, 6.86251, -0.78147], [0.64918, 8.55646, -0.90545], [2.69211, 6.60137, -0.87772], [5.57596, -8.46094, -4.66572], [4.32560, -8.10795, -5.16762], [3.77630, -6.86964, -4.85971], [4.47118, -5.98348, -4.03791], [5.71242, -6.34679, -3.51572], [6.26864, -7.58365, -3.84097], [6.44000, -5.43471, -2.60106], [7.52645, -5.75142, -2.14811], [5.82129, -4.13886, -2.24123], [6.46604, -3.29495, -1.33754], [5.89963, -2.07045, -1.00362], [4.69184, -1.67825, -1.57655], [4.04314, -2.51882, -2.47379], [4.60141, -3.75503, -2.80078], [3.88439, -4.65767, -3.73004], [2.82633, -4.32062, -4.23029], [6.00815, -9.42433, -4.91403], [3.77995, -8.79866, -5.80133], [2.80476, -6.59746, -5.25721], [7.23934, -7.86548, -3.44845], [7.40808, -3.59185, -0.88968], [6.40082, -1.41809, -0.29661], [4.25546, -0.71901, -1.31977], [3.10086, -2.21154, -2.91376], [-3.42584, -2.35206, 5.58959], [-2.60989, -1.56897, 4.77622], [-2.95046, -1.35729, 3.44620], [-4.10377, -1.93875, 2.92127], [-4.90829, -2.74285, 3.72944], [-4.57236, -2.93889, 5.06867], [-6.10998, -3.40643, 3.17132], [-6.81559, -4.10607, 3.87714], [-6.43488, -3.21227, 1.73866], [-7.52941, -3.87521, 1.18408], [-7.84943, -3.68883, -0.15522], [-7.08373, -2.83293, -0.94361], [-5.98939, -2.17490, -0.39674], [-5.65694, -2.37072, 0.94326], [-4.46719, -1.69194, 1.50711], [-3.79494, -0.94771, 0.81934], [-3.16376, -2.50914, 6.63029], [-1.70862, -1.12154, 5.18067], [-2.31435, -0.74226, 2.81840], [-5.20100, -3.55185, 5.70493], [-8.13130, -4.54036, 1.79345], [-8.69806, -4.20944, -0.58571], [-7.33847, -2.68244, -1.98705], [-5.39363, -1.51331, -1.01604]], "lumo_ev": 0.41, "homo_ha": -0.16154, "orbital_gap_ev": 4.8, "de_lowest_kj_mol": 269.23, "total_charge": -1, "energy_ha": -5404.3860}

{"formula": "C41H42CoO5PS4", "method": "ωB97M-V/def2-TZVPD", "species": ["Co", "C", "C", "C", "C", "C", "C", "C", "S", "O", "C", "C", "C", "C", "C", "C", "C", "C", "C", "C", "C", "C", "C", "C", "C", "C", "C", "C", "C", "C", "S", "O", "C", "C", "C", "C", "C", "C", "C", "H", "H", "H", "H", "H", "H", "H", "H", "H", "H", "H", "H", "H", "H", "H", "H", "H", "H", "H", "H", "H", "H", "H", "H", "H", "H", "C", "C", "O", "P", "S", "S", "O", "C", "C", "H", "H", "H", "H", "H", "H", "H", "H", "H", "H", "C", "C", "C", "O", "H", "H", "H", "H", "H", "H"], "xyz": [[-1.79735, -0.89024, -0.17441], [6.05763, -4.06903, -0.89965], [4.85177, -3.17467, -0.92325], [3.56878, -3.70295, -0.99478], [2.45616, -2.87029, -1.00624], [2.63744, -1.50234, -0.92912], [3.91072, -0.94603, -0.86792], [5.00583, -1.78594, -0.86734], [1.21931, -0.43777, -0.95870], [1.53283, 0.72949, -1.82018], [1.22682, 0.12873, 0.73503], [1.21802, -0.86387, 1.74409], [1.08483, -0.49522, 3.04549], [0.91155, 0.87038, 3.39237], [0.70347, 1.25860, 4.73763], [0.50722, 2.57013, 5.06206], [0.51291, 3.55419, 4.05083], [0.72329, 3.20759, 2.74643], [0.93071, 1.85408, 2.38021], [1.11992, 1.46446, 1.01079], [1.27060, 2.54764, 0.00615], [2.51087, 3.26240, -0.00862], [3.64617, 2.77055, 0.61886], [4.85633, 3.50616, 0.63907], [4.93253, 4.72410, 0.03025], [3.78664, 5.24647, -0.61655], [2.59715, 4.54531, -0.64784], [1.43289, 5.08615, -1.27282], [0.24196, 4.32621, -1.35124], [0.17291, 3.07227, -0.83445], [-1.34377, 2.26858, -1.18663], [-1.47308, 1.06430, -0.26787], [-1.16268, 1.55916, -2.82092], [-0.22900, 1.98717, -3.74688], [-0.23122, 1.42476, -5.01293], [-1.15263, 0.44448, -5.37157], [-1.15842, -0.14301, -6.75412], [-2.08966, 0.03999, -4.42357], [-2.10891, 0.59806, -3.15575], [5.80194, -5.08886, -1.18154], [6.49486, -4.09694, 0.10002], [6.82676, -3.70777, -1.58203], [3.43739, -4.77609, -1.05467], [1.45579, -3.28174, -1.07678], [4.02782, 0.13088, -0.84329], [6.00345, -1.36567, -0.82746], [1.32288, -1.90739, 1.47239], [1.08437, -1.23987, 3.83148], [0.70020, 0.49267, 5.50330], [0.34857, 2.86117, 6.09169], [0.34890, 4.59067, 4.31379], [0.72648, 3.97032, 1.97847], [3.61315, 1.80622, 1.10990], [5.71561, 3.09065, 1.14830], [5.84823, 5.29832, 0.04473], [3.83450, 6.22153, -1.08543], [1.47577, 6.06486, -1.72925], [-0.60861, 4.74442, -1.88011], [0.52015, 2.71855, -3.47826], [0.51069, 1.74536, -5.73354], [-0.24491, 0.10419, -7.29199], [-2.00068, 0.24155, -7.33196], [-1.25143, -1.22890, -6.72291], [-2.83322, -0.70259, -4.68977], [-2.87732, 0.31224, -2.44482], [-3.84288, 0.68041, 4.65822], [-3.40317, 1.35763, 3.38468], [-4.07334, 0.83361, 2.20421], [-3.91174, -0.64383, 1.69351], [-4.23594, -0.71056, -0.26954], [-2.07164, -1.36977, 2.09498], [-5.01051, -1.42102, 2.52325], [-5.22150, -2.84236, 2.33646], [-5.28756, -3.49447, 3.69408], [-3.39196, 1.20315, 5.50341], [-3.51946, -0.35992, 4.69589], [-4.92601, 0.71538, 4.76838], [-2.32730, 1.26504, 3.22189], [-3.66856, 2.41247, 3.38008], [-4.40596, -3.25307, 1.73710], [-6.15062, -2.94758, 1.77756], [-4.34739, -3.35524, 4.22756], [-5.46833, -4.56447, 3.58874], [-6.09449, -3.06744, 4.28774], [-1.50674, -4.98926, -1.31227], [-1.94213, -3.60642, -1.65645], [-2.99856, -3.40398, -2.69440], [-1.40478, -2.63969, -1.12517], [-2.37864, -5.58619, -1.04013], [-0.77891, -4.97891, -0.50610], [-1.08038, -5.45654, -2.20423], [-3.57173, -4.30721, -2.88784], [-2.48862, -3.11016, -3.61631], [-3.65304, -2.58737, -2.39146]], "s_squared": 8.792, "lumo_ev": [-2.12, -4.57], "spin_multiplicity": 6, "homo_ha": [-0.29274, -0.38614], "orbital_gap_ev": [5.8, 5.9], "total_charge": 1, "energy_ha": -5280.4577}